No. 1
Below is a 2-piece molecular cluster, CHIS2 overall, with properties calculated with ωB97M-V/def2-TZVPD.

As for the energy above the lowest of the compared OMol25 structures with the same formula, charge and spin: 0.4328 eV. As for the multiplicity: 1. The calculation puts the strongest force on any atom at 0.071 hartree/bohr.

Element x y z (Å)
I 0.6280 -1.2375 -1.6020
S -2.0196 0.8991 0.3384
S 0.5006 -0.1214 1.7599
C -0.7834 0.3071 0.9533
H 1.6743 0.1527 -1.4496

No. 2
Below is a 2-piece molecular cluster, C8H8Cl4N2O2 overall, with properties calculated with ωB97M-V/def2-TZVPD.

As for the energy above the lowest of the compared OMol25 structures with the same formula, charge and spin: 0.0000 eV. As for the multiplicity: 1. The calculation puts the strongest force on any atom at 0.053 hartree/bohr.

Element x y z (Å)
Cl -2.2960 1.3599 -1.9651
Cl -1.7871 -1.4643 -0.8052
Cl -1.8384 0.5905 4.2217
Cl -2.4056 3.4055 3.0653
O -1.5973 -1.4408 2.1201
O -2.5376 3.3913 0.1364
N 1.6618 -0.8554 -1.0851
N 1.4930 -0.7781 -2.5136
C -1.9645 0.8223 2.5217
C -2.2077 2.0577 2.0147
C 2.6671 0.0948 -0.6021
C -2.1659 1.1293 -0.2653
C -2.3184 2.2809 0.5926
C -1.9300 -0.1072 0.2422
C 2.0221 -2.2204 -0.6845
C -1.8113 -0.3284 1.6635
H 2.3725 1.1101 -0.8616
H 1.1641 0.1576 -2.7037
H 2.9634 -2.5045 -1.1528
H 3.6262 -0.1193 -1.0712
H 0.7336 -1.4022 -2.7437
H 1.2494 -2.9182 -1.0019
H 2.1284 -2.2904 0.3976
H 2.7782 0.0292 0.4799

No. 3
Below is C50H53LaN4O4P3S2Te as an isolated structure, with properties calculated with ωB97M-V/def2-TZVPD.

As for the energy above the lowest of the compared OMol25 structures with the same formula, charge and spin: 1.1371 eV. Its net charge is -1. As for the multiplicity: 1. The calculation puts the strongest force on any atom at 0.022 hartree/bohr.

Element x y z (Å)
La -0.5441 -0.1995 -0.5008
Te -2.4322 -3.9451 -2.1978
S 2.1344 0.5400 0.1087
S 0.6128 -1.5495 -2.8210
P -2.0381 2.3029 1.0725
P 2.3091 -2.1982 -1.9663
P -2.9442 -2.3289 -0.5880
O -3.4357 -0.9203 -1.2685
O 1.1010 3.7353 3.9135
O -1.9179 -1.8179 0.4082
O -4.1819 -2.7725 0.3278
N -0.4317 1.7297 -2.3630
N 0.5735 3.5840 -2.9644
N 2.7099 3.2084 -0.6848
N 0.1675 1.8195 3.1657
C 1.7098 0.3651 4.4416
C 0.9100 -3.2766 0.0642
C -2.9319 0.1630 2.5200
C 2.4726 2.1160 -0.3618
C 4.6812 0.8170 -3.3728
C -1.2673 3.7718 3.4516
C -3.6700 4.9017 -2.4076
C -3.3338 1.1010 1.5623
C -3.7031 3.5138 -2.4691
C 0.7820 -0.8037 4.1237
C 3.6174 -6.1314 -4.0490
C -5.1378 -3.7993 0.0644
C 0.7017 -3.7347 1.3335
C -3.5340 4.0373 2.7598
C 0.5227 2.7917 -4.0911
C -1.4625 4.7517 4.4253
C 2.9098 -2.9460 1.9940
C -2.7968 4.7591 -0.1664
C -4.2113 -0.9139 -2.4829
C -0.1043 1.6509 -3.7062
C 3.5880 0.0224 -3.0531
C -6.5323 -3.2158 0.0149
C -5.1642 -0.7177 2.6342
C -3.2721 2.7604 -1.3877
C 2.7659 -5.2618 -4.7121
C -5.5724 0.2061 1.6791
C -3.7478 4.9774 3.7540
C 6.1279 -0.7153 -2.2267
C -2.6979 5.3582 4.5782
C -4.6664 1.1105 1.1468
C 3.7564 -1.1394 -2.3084
C 3.6378 -4.6524 -2.1492
C -3.8407 -0.7412 3.0476
C 5.9529 0.4500 -2.9605
C -2.2895 3.4368 2.5671
C 2.1381 -2.5986 -0.2973
C 0.0207 3.0335 3.4658
C 3.1613 -0.1060 4.4963
C 4.0495 -5.8263 -2.7642
C 3.1520 -2.4586 0.7351
C 2.8013 -3.7620 -2.8176
C -5.4726 -0.0991 -2.2875
C -3.2138 5.5210 -1.2532
C 5.0366 -1.5097 -1.9073
C -0.0002 2.9055 -1.9612
C 1.5750 1.4726 3.3992
C -2.8240 3.3665 -0.2155
C 1.6984 -3.5886 2.3402
C 2.3630 -4.0808 -4.0997
C 2.2152 2.8148 3.8089
H -0.2433 -4.2127 1.5656
H 1.4305 0.7909 5.4153
H 1.9957 1.1009 2.4629
H 2.9034 3.2057 3.0611
H 1.6867 -3.4027 -4.6063
H -3.5102 -1.4697 3.7770
H 4.5316 1.7331 -3.9307
H 7.1181 -1.0086 -1.8995
H -0.0752 3.2916 -0.9581
H 3.9280 -4.4470 -1.1248
H 0.9416 3.0987 -5.0324
H -5.2512 0.9260 -1.9944
H -6.6033 0.2194 1.3436
H 3.8595 0.7171 4.6740
H 1.5314 -3.9477 3.3467
H -7.2538 -4.0197 -0.1488
H -2.8443 6.1096 5.3440
H -6.7809 -2.7059 0.9458
H 3.6780 -2.8210 2.7520
H 4.0754 -1.9329 0.5359
H 3.3003 -0.8398 5.2926
H 3.9299 -7.0547 -4.5219
H 2.5893 0.3159 -3.3546
H 3.4309 -0.5811 3.5485
H 2.7143 2.7747 4.7777
H -4.4444 -1.9373 -2.7759
H 4.6962 -6.5135 -2.2322
H -3.2663 1.6777 -1.4485
H 0.1646 -3.4486 -0.7031
H -4.7293 5.4195 3.8771
H 1.1144 4.4228 -2.8423
H -5.0012 1.8306 0.4098
H -4.3520 3.7752 2.0995
H 0.8997 -1.1234 3.0855
H -4.0441 3.0152 -3.3687
H -6.1088 -0.5358 -1.5180
H -2.4365 5.2640 0.7219
H -3.5894 -0.4922 -3.2754
H -5.8740 -1.4258 3.0444
H -3.9923 5.4942 -3.2549
H -4.8920 -4.3188 -0.8627
H 6.8061 1.0718 -3.2027
H 1.0147 -1.6651 4.7530
H -0.2632 -0.5350 4.2808
H -0.6378 5.0068 5.0767
H -6.0273 -0.0750 -3.2287
H -0.3222 0.7728 -4.2879
H -5.0530 -4.5218 0.8778
H 2.4110 -5.5035 -5.7069
H 5.1929 -2.4195 -1.3434
H -6.6277 -2.5008 -0.8028
H -3.1772 6.6019 -1.1947
H -1.8986 0.1577 2.8563

No. 4
Below is C55H78GeN8O2P3STi as an isolated structure, with properties calculated with ωB97M-V/def2-TZVPD.

As for the energy above the lowest of the compared OMol25 structures with the same formula, charge and spin: 0.0000 eV. As for the multiplicity: 4. Its expectation value of S² is 3.826. The calculation puts the strongest force on any atom at 0.068 hartree/bohr.

Element x y z (Å)
Ge 0.1879 1.6091 0.6393
Ti -0.6027 -1.3482 -1.0762
S 1.3670 -2.5954 0.0316
P 1.7489 -0.8031 2.5046
P -2.2608 0.3498 -1.9862
P 1.6016 0.0220 -2.2858
O -1.2145 -0.3725 0.4151
O -0.4662 -2.4226 -2.5260
N 0.4305 3.7168 1.3137
N -1.4222 2.5210 -0.3678
N 1.5059 -5.2720 -0.4981
N 1.9390 1.9368 2.4545
N 1.3122 2.3950 -0.7751
N -1.7748 -2.6738 -0.2406
N 2.0624 -3.9982 -2.1871
N -2.4546 -2.2247 0.8354
C 1.3767 2.7267 4.7195
C -0.4970 -2.0177 3.5868
C 0.8381 -0.8421 5.3302
C -4.1565 -0.8787 2.5908
C -2.6174 1.0308 -3.7196
C -1.8924 -3.9660 -0.5293
C 1.5913 -3.9717 -0.9041
C 4.1509 -1.2824 -2.4016
C -1.5157 6.6834 0.2272
C 3.4581 0.0102 -1.9695
C 3.1346 -2.0026 2.9916
C 3.3086 3.8271 -0.9974
C -4.0166 -1.8279 -2.3773
C 1.5063 0.0376 -4.1793
C -1.4743 -4.4389 -1.7883
C 1.2920 1.8656 -2.0934
C 4.0417 -1.6358 4.1631
C -2.6773 1.0175 2.5468
C -2.1780 -0.9661 1.1077
C 2.1288 3.3998 -0.3781
C 0.3828 3.6608 2.7206
C -0.5692 4.5107 0.6550
C 2.5785 -3.4056 3.1998
C 3.7249 0.2296 -0.4830
C 1.2911 2.7263 3.3095
C -2.9883 -0.2713 2.0923
C 0.4855 3.4373 5.4820
C -2.4875 6.0714 -0.5450
C 1.7273 4.0639 0.7965
C 4.0577 4.8484 -0.4474
C 3.6734 5.4574 0.7343
C -0.6683 -4.2050 -4.1506
C 2.6518 0.8098 2.9051
C -0.5454 4.3161 3.5037
C 1.9035 -6.0841 -1.5312
C -3.9011 -0.5089 -1.6113
C 0.9567 -5.7183 0.7465
C -1.5207 3.8626 -0.1644
C -2.5713 1.8148 -0.8686
C 2.2273 -5.3039 -2.5833
C -2.3139 -0.0632 -4.7488
C 0.4352 -0.8370 3.8584
C -0.8704 -3.6561 -2.7516
C 2.5048 0.8993 -4.9503
C -4.6347 1.0623 3.9304
C -5.1823 0.3074 -1.7914
C -0.5227 4.1825 4.8838
C -3.4855 1.6724 3.4518
C 2.4979 5.0581 1.3564
C -2.5845 -4.8522 0.4712
C -4.9594 -0.2168 3.4951
C -0.5683 5.8810 0.8362
C -2.5011 4.7058 -0.7252
C -1.8251 2.2980 -4.0291
C 1.4816 -1.3728 -4.7659
H 3.9901 -1.5078 -3.4545
H -0.1135 0.0925 3.6426
H -3.1594 1.4163 -0.0241
H -1.2897 4.9411 3.0359
H 1.1727 -1.8339 5.6282
H 2.1346 -3.4990 4.1862
H 0.3844 -4.3795 -4.3803
H -4.5073 -1.6771 -3.3380
H 2.2268 0.8885 -6.0041
H -3.2261 2.4704 -1.4560
H 1.7381 -6.0934 1.4092
H 2.5771 -5.5686 -3.5593
H -3.6835 1.2780 -3.7489
H -2.0788 0.3748 -5.7195
H 2.8614 0.8119 3.9786
H 2.1531 2.1626 5.2112
H 0.2644 1.9838 -2.4741
H -4.4022 -1.8744 2.2517
H 3.4689 -1.4818 5.0729
H -3.0276 -2.2622 -2.5431
H -6.0072 -0.2384 -1.3362
H -1.4570 -0.6598 -4.4273
H -5.4228 0.4291 -2.8451
H -1.1920 -5.1494 -4.2604
H -1.8012 2.9718 -3.1771
H 0.8007 -1.9933 -4.1882
H 4.9645 5.1607 -0.9470
H 1.9770 2.4126 -2.7478
H 2.1797 5.5302 2.2760
H -1.0627 -3.4952 -4.8796
H 4.2609 6.2597 1.1541
H 0.5694 3.4146 6.5579
H -1.5035 7.7534 0.3673
H -2.2779 2.8236 -4.8685
H 5.2267 -1.1836 -2.2445
H -2.5259 -5.8998 0.1932
H 1.6186 -0.1233 5.5567
H 1.9372 -7.1472 -1.4178
H 0.4619 -4.8765 1.2255
H -3.8063 -0.7462 -0.5438
H -1.2575 4.6871 5.4913
H 0.2274 -6.5080 0.5726
H 3.3812 1.2032 -0.1459
H 1.1331 -1.3461 -5.7984
H 4.7963 0.1618 -0.2895
H -3.6280 -4.5528 0.5645
H -4.6104 -2.5387 -1.8046
H -2.1376 -4.7147 1.4557
H -0.0666 -2.9325 3.9845
H -5.8513 -0.6932 3.8783
H 3.5890 0.7358 2.3419
H -5.2636 1.5723 4.6457
H -0.6408 -2.1598 2.5174
H -5.1308 1.2864 -1.3220
H 3.5180 0.5139 -4.8714
H -3.2537 6.6694 -1.0165
H 0.5046 0.4572 -4.3404
H 3.8746 0.8472 -2.5444
H 3.7408 -2.0247 2.0736
H 2.4701 -1.8264 -4.7713
H 2.5002 1.9369 -4.6278
H -1.7775 1.5071 2.1959
H -3.1565 -0.7384 -4.8760
H -3.2957 4.3023 -1.3340
H 3.7997 -2.1151 -1.7940
H 0.1895 6.3230 1.4679
H 3.2148 -0.5387 0.1011
H 3.6525 3.3545 -1.9061
H 1.8302 -3.6185 2.4458
H -0.8022 2.0580 -4.3057
H -0.0291 -0.5801 5.9350
H 4.7342 -2.4592 4.3411
H 2.0564 -3.1758 -2.7713
H -1.6971 -5.4648 -2.0389
H 4.6361 -0.7496 3.9596
H -1.4727 -1.8638 4.0477
H 3.3753 -4.1432 3.1179
H -3.2115 2.6604 3.7932

No. 5
Below is a 2-piece molecular cluster, C9H14 overall, with properties calculated with ωB97M-V/def2-TZVPD.

As for the energy above the lowest of the compared OMol25 structures with the same formula, charge and spin: 0.3610 eV. Its net charge is +1. As for the multiplicity: 2. Its expectation value of S² is 0.768. The calculation puts the strongest force on any atom at 0.048 hartree/bohr.

Element x y z (Å)
C 1.5031 2.4218 0.9802
C -0.5568 -1.2883 -1.4675
C 0.8212 -2.9638 -0.1983
C 0.7706 2.5708 -0.3500
C -1.4326 -0.2365 -1.3298
C -0.5886 -1.3457 1.0691
C -0.1768 -1.8619 -0.2204
C -1.9287 0.2261 -0.0999
C -1.4771 -0.3077 1.1295
H 1.4368 2.8048 -1.1763
H 1.6934 -2.8204 -0.8378
H 1.2248 -3.1773 0.7876
H 1.0047 3.0039 1.7581
H -0.2018 -1.6983 -2.3976
H -2.7402 0.9397 -0.0874
H 1.6097 1.3893 1.3013
H -1.8401 0.1193 -2.2700
H 0.2588 1.6446 -0.6373
H 2.4795 2.9056 0.9634
H 0.2763 -3.8417 -0.5786
H -0.0283 3.3108 -0.3268
H -1.9092 0.0542 2.0486
H -0.1988 -1.8494 1.9400

No. 6
Below is a 2-piece molecular cluster, C6H13NO overall, with properties calculated with ωB97M-V/def2-TZVPD.

As for the energy above the lowest of the compared OMol25 structures with the same formula, charge and spin: 4.3746 eV. As for the multiplicity: 1. The calculation puts the strongest force on any atom at 0.173 hartree/bohr.

Element x y z (Å)
O 0.0166 -3.6186 -2.2498
N 0.6285 1.8674 -2.4531
C 0.2205 -0.2758 -1.2611
C -0.1971 -0.8759 0.0345
C -0.5870 1.4016 3.0515
C 0.5912 1.0480 -1.2357
C -0.1038 0.4202 2.0886
C -0.7199 0.1657 0.9552
H 0.3995 1.7819 3.4551
H -0.9554 -1.7504 -0.0976
H 0.6306 1.3644 -3.2061
H -1.1132 2.3570 2.8121
H 0.0789 -0.8734 -2.1302
H 1.3341 2.5694 -2.4589
H 0.7914 -0.1110 2.1621
H 1.0736 1.7447 -0.3985
H -1.4098 0.8289 0.4555
H 0.7467 -3.8306 -1.8335
H -0.8921 -3.8730 -1.8772
H 0.6307 -1.3656 0.3518
H -1.1643 1.0252 3.8355

No. 7
Below is a 8-piece molecular cluster, C22H45NO23 overall, with properties calculated with ωB97M-V/def2-TZVPD.

As for the energy above the lowest of the compared OMol25 structures with the same formula, charge and spin: 0.4124 eV. As for the multiplicity: 1. The calculation puts the strongest force on any atom at 0.065 hartree/bohr.

Element x y z (Å)
O 0.7039 2.4823 6.7973
O 3.6193 -2.1400 3.6990
O -2.2123 -4.7135 0.1011
O 1.4484 -0.7606 -0.8068
O -5.5860 -1.0320 -2.3301
O -0.5905 -1.8267 -5.2789
O -0.3924 0.5007 -0.5708
O 5.6657 -1.9878 2.7426
O -4.4545 3.4091 -3.3656
O 5.6461 4.5549 2.8272
O 3.7849 -2.0713 1.5737
O 4.4230 4.1730 1.1484
O 2.3601 1.1026 7.3837
O -3.0969 2.6143 -1.8087
O -2.5539 -2.7255 1.0193
O -4.6890 -0.1366 -4.0362
O 0.8589 -0.7099 -4.1184
O 1.4477 0.8316 5.4798
O 1.2728 -1.0583 -6.3184
O 1.3796 1.1531 0.4044
O -2.2806 3.8119 -3.3638
O -0.7381 -3.9927 1.4561
O -3.8237 -2.0090 -3.2639
N 4.5630 4.3928 2.3220
C 4.4112 -2.0046 0.3008
C 0.8786 1.3406 4.2908
C 2.0971 -0.0630 -3.9574
C -1.8910 -3.6996 0.8812
C 0.8895 0.2386 -0.4290
C -1.2458 -2.2062 -6.4560
C -4.1208 2.1467 -0.9576
C 0.5889 -1.1890 -5.3520
C -3.5173 0.1094 -4.8281
C 2.5608 1.7287 8.6488
C -1.1320 -0.3158 -1.4847
C -0.2962 -3.0395 2.4239
C 1.4342 1.5614 6.5648
C 4.0977 -1.7888 5.0142
C 2.7641 1.0430 0.6610
C -3.1827 -4.3677 -0.8786
C 3.4348 4.3368 3.2861
C -4.6193 -1.1490 -3.2078
C -5.5622 -1.9619 -1.2316
C -3.3966 3.2822 -2.8861
C -2.4201 4.3831 -4.6126
C 4.4923 -2.0738 2.6976
H 3.8871 3.9342 4.1814
H 3.1235 2.6620 8.4777
H -0.0645 -2.0843 1.9313
H -4.6028 -2.1026 -0.7513
H -0.6274 -2.5552 -7.2926
H 2.9604 0.4087 1.5265
H 2.2172 0.8315 -4.5693
H -0.6634 -0.2269 -2.4698
H 2.2634 0.2589 -2.9253
H -4.9384 2.8474 -0.8255
H 5.0906 -2.1957 5.1864
H 3.3469 0.6671 -0.1728
H 3.1519 1.0762 9.2691
H 0.6711 -3.3448 2.8079
H 1.0735 0.6729 3.4674
H 2.9946 -0.6894 -4.0549
H -3.6800 2.0267 0.0335
H -2.7272 5.4260 -4.6345
H -1.9335 -3.0045 -6.1998
H -0.1805 1.5308 4.4917
H 2.6961 3.6422 2.8969
H -1.1061 -1.3751 -1.2213
H -5.9901 -2.9058 -1.5729
H 1.1850 2.3634 4.0449
H 4.0892 -0.7056 5.1306
H -2.6187 0.2613 -4.2258
H 4.5950 -2.9878 -0.1259
H -3.3391 -0.7692 -5.4511
H -0.9794 -2.8044 3.2365
H 1.6221 2.1183 9.0468
H 3.1788 2.0239 0.8903
H -3.1402 3.9036 -5.2979
H -2.1537 0.0392 -1.5321
H -1.5257 4.2412 -5.2277
H 3.7874 -1.3810 -0.3209
H -4.1341 -4.1588 -0.3833
H -6.2415 -1.5469 -0.4883
H -4.4084 1.1479 -1.2749
H 5.3836 -1.5112 0.4069
H -2.9170 -3.4507 -1.4043
H -1.7871 -1.3782 -6.9319
H 3.0002 5.3217 3.4053
H -3.2739 -5.1902 -1.5766
H -3.7095 0.9956 -5.4195
H 3.4039 -2.2059 5.7379

No. 8
Below is a 2-piece molecular cluster, C7H12O3 overall, with properties calculated with ωB97M-V/def2-TZVPD.

As for the energy above the lowest of the compared OMol25 structures with the same formula, charge and spin: 1.2907 eV. As for the multiplicity: 1. The calculation puts the strongest force on any atom at 0.039 hartree/bohr.

Element x y z (Å)
O 2.6159 2.6731 1.8447
O 1.9877 -1.1490 -1.4411
O -2.9298 0.2757 -0.4722
C 0.1210 -1.3915 0.7501
C -1.2997 -1.2831 -1.4465
C -1.6181 -0.1848 -0.4885
C -0.5175 0.8126 -0.1594
C 1.7306 -0.1298 -0.8299
C 0.6981 -0.0535 0.2575
C -1.2172 -1.5331 0.0504
H -1.9726 -2.1898 0.4833
H -0.8456 1.4237 0.6936
H -3.1492 0.5697 0.4180
H -2.1588 -1.7306 -1.9477
H -0.2989 1.4991 -0.9907
H 2.0448 3.4467 1.8705
H 0.8121 -2.2264 0.5731
H 1.2476 0.4806 1.0756
H -0.4012 -1.2272 -2.0633
H 2.4201 0.7391 -0.8963
H -0.0496 -1.3394 1.8342
H 2.7802 2.5178 0.8846